(1)
12
Properties=species:S:1:pos:R:3 method="wB97M-V/def2-TZVPD" de_lowest_kcal_mol=20.15 gap_ev=5.301 homo_energy_ev=-3.954 total_charge=-1 e_tot_ha=-1451.79542
Rb 12.606 -26.865 -8.292
N 11.050 -25.525 -3.751
S 10.057 -26.496 -2.974
O 10.261 -26.573 -1.559
O 9.762 -27.688 -3.689
F 8.700 -25.681 -3.115
S 12.291 -26.400 -4.245
O 12.077 -27.107 -5.456
O 13.054 -26.990 -3.194
F 13.181 -25.178 -4.720
O 11.389 -24.311 -7.948
H 10.779 -24.919 -8.386

=====

(2)
5
Properties=species:S:1:pos:R:3 method="wB97M-V/def2-TZVPD" de_lowest_kcal_mol=80.37 gap_ev=8.886 homo_energy_ev=-10.174 total_charge=0 e_tot_ha=-653.09826
N -0.125 1.380 0.438
F -0.083 1.542 -1.117
F -0.198 -1.810 0.379
S 0.555 0.128 0.934
H -0.149 -1.241 -0.633

=====

(3)
5
Properties=species:S:1:pos:R:3 method="wB97M-V/def2-TZVPD" de_lowest_kcal_mol=9.35 gap_ev=10.387 homo_energy_ev=-12.287 total_charge=0 e_tot_ha=-653.21144
N 0.071 -0.346 0.704
F 0.704 2.243 0.531
F -0.501 -1.313 -1.828
S 0.066 0.863 1.422
H -0.341 -1.447 -0.829

=====

(4)
5
Properties=species:S:1:pos:R:3 method="wB97M-V/def2-TZVPD" de_lowest_kcal_mol=103.95 gap_ev="8.503 / 8.500" homo_energy_ev="-9.731 / -9.727" total_charge=0 e_tot_ha=-653.06069
N -0.024 -0.140 0.477
F 4.333 -0.815 1.939
F 4.188 1.481 0.999
S 3.713 0.617 2.239
H 0.452 -0.583 1.202

=====

(5)
7
Properties=species:S:1:pos:R:3 method="wB97M-V/def2-TZVPD" multiplicity=4 de_lowest_kcal_mol=6.48 gap_ev="8.073 / 9.861" homo_energy_ev="-17.969 / -19.695" total_charge=+2 e_tot_ha=-1208.56454
H 0.913 1.622 -0.637
P 0.965 -0.345 -0.318
F 1.447 -1.058 0.975
F 0.460 -1.451 -1.283
O 1.875 0.746 -0.899
O -0.158 0.686 -0.009
Pr -2.627 0.776 1.071

=====

(6)
6
Properties=species:S:1:pos:R:3 method="wB97M-V/def2-TZVPD" de_lowest_kcal_mol=120.65 gap_ev="6.901 / 6.899" homo_energy_ev="-10.955 / -10.954" total_charge=0 e_tot_ha=-1015.05295
O 0.585 -0.981 0.192
F -0.678 0.219 -1.682
F 1.436 1.931 0.548
P -0.570 0.085 -0.063
S -2.272 -0.477 0.607
H 1.498 -0.776 0.399

=====

(7)
7
Properties=species:S:1:pos:R:3 method="wB97M-V/def2-TZVPD" multiplicity=3 de_lowest_kcal_mol=0.00 gap_ev="6.923 / 8.170" homo_energy_ev="-2.681 / -6.209" total_charge=-1 e_tot_ha=-878.23195
N 0.525 0.105 -1.199
O -1.565 0.648 0.809
O 1.595 -0.388 -1.182
O 0.610 -0.334 1.459
F 0.475 1.698 -0.539
F -1.301 -1.670 0.231
S -0.340 -0.060 0.421

=====

(8)
5
Properties=species:S:1:pos:R:3 method="wB97M-V/def2-TZVPD" smiles="O=NP(F)F" de_lowest_kcal_mol=14.39 gap_ev="8.134 / 8.141" homo_energy_ev="-9.420 / -9.408" total_charge=0 e_tot_ha=-671.02584
O -1.956 0.043 0.142
N -0.890 0.071 -0.309
P 0.585 0.068 0.657
F 1.091 1.251 -0.342
F 1.170 -1.433 -0.149